No. 1
{"formula": "C17H41ClNO3PSi2", "method": "ωB97M-V/def2-TZVPD", "gap_ha": 0.3109, "elements": ["C", "C", "C", "Cl", "Si", "O", "Si", "N", "C", "O", "P", "C", "O", "H", "H", "H", "H", "H", "H", "H", "H", "H", "H", "H", "H", "H", "C", "C", "C", "C", "C", "C", "H", "H", "H", "H", "H", "H", "H", "H", "H", "H", "H", "H", "H", "H", "C", "C", "C", "C", "C", "C", "H", "H", "H", "H", "H", "H", "H", "H", "H", "H", "H", "H", "H", "H"], "xyz": [[6.066, -5.341, -0.140], [5.460, -6.641, -0.792], [4.810, -6.428, -2.209], [3.911, -8.007, -2.603], [3.512, -5.042, -2.300], [2.594, -4.874, -0.840], [1.212, -3.915, -1.270], [0.790, -2.746, 0.017], [1.479, -1.729, -0.164], [2.408, -1.033, -0.109], [-0.500, -5.289, -1.510], [-0.414, -6.587, -0.138], [-0.325, -6.068, -3.031], [6.924, -4.915, -0.739], [5.304, -4.560, 0.131], [6.525, -5.662, 0.845], [6.325, -7.359, -0.938], [4.757, -7.163, -0.087], [5.553, -6.266, -3.039], [4.264, -3.770, -2.437], [2.552, -5.181, -3.395], [1.450, -3.201, -2.542], [0.600, -7.069, -0.192], [-1.177, -7.395, -0.277], [-0.509, -6.082, 0.861], [-0.104, -7.001, -2.843], [0.951, 5.553, 0.690], [1.399, 4.573, 1.768], [2.167, 3.373, 1.214], [1.376, 2.475, 0.260], [0.086, 1.890, 0.836], [0.318, 0.975, 2.032], [0.254, 5.091, -0.012], [0.445, 6.408, 1.145], [1.809, 5.931, 0.127], [0.530, 4.239, 2.344], [2.048, 5.103, 2.472], [2.537, 2.775, 2.054], [3.059, 3.733, 0.689], [2.026, 1.654, -0.060], [1.132, 3.035, -0.649], [-0.413, 1.314, 0.049], [-0.605, 2.691, 1.114], [0.976, 0.145, 1.767], [-0.632, 0.555, 2.374], [0.762, 1.513, 2.872], [-3.310, 2.879, -1.464], [-3.213, 3.843, -0.287], [-3.853, 3.303, 0.992], [-5.358, 3.038, 0.908], [-6.213, 4.243, 0.516], [-6.137, 5.390, 1.517], [-4.347, 2.688, -1.745], [-2.803, 3.297, -2.336], [-2.836, 1.923, -1.224], [-3.657, 4.804, -0.563], [-2.155, 4.040, -0.087], [-3.653, 4.006, 1.808], [-3.353, 2.369, 1.272], [-5.698, 2.664, 1.880], [-5.546, 2.228, 0.195], [-7.255, 3.917, 0.439], [-5.932, 4.604, -0.478], [-6.451, 5.060, 2.511], [-6.796, 6.204, 1.209], [-5.125, 5.795, 1.591]], "forces_ev_per_a": [[0.33, -0.43, 0.69], [1.04, -0.08, -0.29], [-0.34, -0.43, 0.56], [0.42, 0.62, -0.04], [0.24, 0.21, 1.59], [-0.28, 1.20, -2.05], [0.82, -1.61, 1.27], [0.15, 0.94, -1.70], [1.26, -2.60, 1.79], [-0.76, 1.34, -0.65], [-2.30, -0.01, -0.31], [1.33, -0.34, -0.55], [0.44, -0.43, 1.79], [-1.15, -0.31, 0.46], [0.70, -0.70, -0.58], [-0.48, 0.36, -1.04], [-0.97, 0.66, 0.17], [0.43, 0.76, -0.84], [-0.58, -0.28, 0.95], [-0.02, -0.03, -0.15], [0.05, -0.26, -0.26], [0.05, 0.11, 0.12], [-0.85, 0.27, 0.32], [0.43, 0.98, 0.14], [-0.08, -0.41, -1.01], [0.13, 0.44, -0.45], [-0.11, 0.05, 0.11], [0.12, 0.04, -0.07], [0.00, -0.08, 0.12], [-0.03, 0.08, -0.12], [0.12, -0.09, -0.05], [-0.23, 0.04, 0.04], [0.04, 0.03, -0.02], [0.01, -0.01, -0.09], [-0.04, -0.03, -0.02], [0.03, -0.03, -0.01], [-0.05, -0.05, 0.02], [-0.01, 0.00, -0.04], [-0.03, 0.01, 0.02], [-0.03, 0.02, 0.02], [0.02, 0.00, 0.03], [-0.03, 0.08, 0.00], [0.01, -0.01, -0.02], [0.04, 0.07, 0.09], [0.08, -0.02, 0.04], [0.03, -0.05, -0.02], [0.03, 0.13, -0.09], [0.05, -0.12, 0.03], [0.02, 0.11, 0.10], [-0.01, -0.08, -0.12], [-0.03, -0.07, 0.13], [-0.05, 0.10, -0.14], [0.04, -0.04, 0.00], [-0.03, -0.08, 0.00], [-0.05, 0.01, -0.01], [0.00, -0.01, 0.05], [-0.05, 0.06, 0.01], [-0.02, -0.03, -0.01], [0.01, 0.02, -0.03], [0.00, 0.02, -0.03], [0.03, 0.01, 0.03], [0.05, 0.00, -0.05], [0.01, -0.04, 0.01], [0.05, 0.02, -0.01], [0.05, 0.00, 0.08], [-0.03, -0.01, 0.04]], "nbo_charge": [-0.633, -0.423, -0.607, -0.106, 1.407, -1.223, 1.408, -0.897, 0.846, -0.482, 0.604, -0.943, -0.951, 0.213, 0.222, 0.223, 0.214, 0.229, 0.246, -0.202, -0.175, -0.182, 0.228, 0.244, 0.258, 0.483, -0.609, -0.398, -0.397, -0.403, -0.401, -0.609, 0.199, 0.209, 0.201, 0.193, 0.201, 0.200, 0.200, 0.210, 0.198, 0.198, 0.195, 0.197, 0.210, 0.203, -0.610, -0.398, -0.399, -0.397, -0.398, -0.610, 0.201, 0.209, 0.202, 0.195, 0.200, 0.199, 0.201, 0.200, 0.200, 0.201, 0.194, 0.201, 0.209, 0.200]}

=====

No. 2
{"formula": "C17H41ClNO8P2", "method": "ωB97M-V/def2-TZVPD", "charge": 1, "gap_ha": 0.2846, "e_above_lowest_kcal_mol": 36.3, "elements": ["Cl", "C", "C", "C", "C", "N", "C", "H", "H", "H", "H", "H", "H", "H", "H", "H", "H", "H", "O", "P", "O", "C", "C", "O", "C", "C", "O", "C", "C", "H", "H", "H", "H", "H", "H", "H", "H", "H", "H", "H", "H", "H", "H", "H", "O", "P", "O", "C", "C", "O", "C", "C", "O", "C", "C", "H", "H", "H", "H", "H", "H", "H", "H", "H", "H", "H", "H", "H", "H", "H"], "xyz": [[-0.288, -1.970, -4.206], [-1.436, -1.987, -5.647], [-1.359, -0.496, -6.250], [-2.287, 0.406, -5.294], [-3.792, -0.042, -5.452], [-3.984, -1.520, -5.629], [-2.871, -2.369, -5.098], [-1.105, -2.754, -6.398], [-0.300, -0.109, -6.240], [-1.783, -0.496, -7.292], [-1.890, 0.338, -4.245], [-2.168, 1.466, -5.670], [-4.393, 0.372, -4.591], [-4.194, 0.456, -6.387], [-4.209, -1.768, -6.600], [-4.825, -1.771, -5.083], [-3.083, -3.425, -5.452], [-2.945, -2.412, -3.976], [-2.204, 2.467, -0.647], [-1.003, 3.138, 0.023], [-0.576, 4.144, -1.233], [-1.558, 4.930, -1.897], [-1.885, 6.185, -1.112], [0.056, 1.878, -0.214], [-0.407, 0.536, -0.059], [-0.581, -0.106, -1.421], [0.160, 3.843, 1.035], [1.483, 4.119, 0.561], [1.716, 5.617, 0.562], [-2.466, 4.356, -2.091], [-1.145, 5.206, -2.871], [-2.143, 5.948, -0.076], [-2.718, 6.720, -1.572], [-1.026, 6.857, -1.089], [-1.338, 0.508, 0.512], [0.340, -0.014, 0.517], [-1.173, 0.524, -2.088], [-1.066, -1.081, -1.336], [0.392, -0.243, -1.902], [1.662, 3.707, -0.432], [2.185, 3.632, 1.242], [0.870, 6.152, 0.137], [2.612, 5.872, -0.008], [1.842, 5.983, 1.584], [0.785, -2.771, 2.653], [1.710, -3.382, 3.709], [1.500, -2.228, 4.890], [0.196, -1.787, 5.248], [-0.476, -2.762, 6.197], [3.132, -2.863, 3.018], [3.269, -2.892, 1.598], [3.155, -1.486, 1.040], [2.641, -4.338, 4.755], [3.653, -3.755, 5.585], [3.269, -3.925, 7.042], [-0.427, -1.624, 4.367], [0.307, -0.817, 5.740], [-0.452, -3.780, 5.799], [-1.513, -2.472, 6.373], [0.038, -2.775, 7.159], [2.528, -3.556, 1.147], [4.254, -3.304, 1.364], [2.267, -0.975, 1.414], [3.116, -1.501, -0.052], [4.013, -0.885, 1.350], [3.821, -2.704, 5.356], [4.588, -4.283, 5.382], [2.224, -3.673, 7.210], [3.888, -3.295, 7.683], [3.399, -4.965, 7.353]], "forces_ev_per_a": [[-0.71, -0.48, -1.02], [0.33, 1.27, -0.06], [-1.13, -0.49, 1.15], [0.86, -0.44, -1.22], [0.41, 2.77, -0.38], [-0.60, -0.17, 0.75], [0.88, -1.93, 0.01], [-0.13, 0.76, 0.97], [-1.22, -0.64, -0.12], [0.52, 0.07, 0.82], [-0.60, 0.06, -0.97], [-0.46, -1.11, 0.70], [0.53, -0.94, -0.85], [0.36, -0.69, 1.07], [0.30, 0.24, 0.25], [0.35, 0.00, -0.42], [0.09, 1.21, 0.48], [0.24, 0.48, -1.18], [-0.97, 1.73, 3.76], [5.90, -1.59, -6.15], [-0.49, -0.01, 0.92], [-0.27, 0.25, -0.26], [0.15, 0.12, -0.02], [-0.48, 0.21, 0.90], [-0.07, -0.19, -0.27], [0.10, -0.13, -0.14], [-4.01, -0.43, 1.23], [0.66, 0.41, -0.65], [-0.02, 0.15, 0.36], [0.07, -0.15, 0.14], [0.15, -0.10, 0.10], [-0.12, -0.01, -0.06], [0.00, -0.04, 0.06], [-0.04, -0.02, 0.03], [0.02, 0.01, -0.13], [0.02, 0.14, -0.03], [-0.12, 0.08, 0.19], [0.07, 0.00, 0.04], [-0.03, -0.03, 0.09], [-0.27, -0.05, 0.08], [-0.28, -0.13, 0.09], [0.00, -0.11, -0.17], [-0.01, -0.07, 0.04], [0.01, -0.02, -0.08], [-0.98, -4.09, 0.89], [4.97, 7.06, 1.41], [-0.29, -1.04, -0.28], [-0.40, 0.22, 0.12], [0.09, 0.02, 0.17], [-0.38, -1.04, -0.07], [-0.04, 0.38, -0.22], [0.11, 0.20, -0.04], [-3.20, -1.64, -2.08], [0.31, 0.66, 0.67], [-0.02, -0.38, 0.11], [0.16, -0.10, -0.12], [0.19, -0.07, -0.06], [-0.11, 0.04, -0.05], [0.03, -0.04, -0.04], [-0.02, -0.04, -0.04], [-0.01, 0.12, 0.04], [-0.02, 0.00, 0.17], [-0.08, -0.20, -0.01], [0.05, 0.00, 0.02], [-0.01, -0.07, -0.06], [-0.21, -0.11, -0.16], [-0.18, -0.10, -0.23], [0.02, 0.19, -0.09], [0.03, -0.03, -0.07], [0.00, 0.08, 0.00]], "nbo_charge": [-0.029, -0.197, -0.423, -0.441, -0.257, -0.511, -0.272, 0.247, 0.270, 0.210, 0.251, 0.258, 0.253, 0.236, 0.441, 0.451, 0.246, 0.263, -0.937, 2.408, -0.813, -0.065, -0.631, -0.820, -0.065, -0.626, -0.801, -0.045, -0.629, 0.183, 0.182, 0.204, 0.219, 0.213, 0.184, 0.191, 0.199, 0.206, 0.208, 0.199, 0.192, 0.215, 0.218, 0.212, -0.929, 2.400, -0.811, -0.066, -0.630, -0.819, -0.060, -0.629, -0.804, -0.045, -0.629, 0.187, 0.186, 0.201, 0.218, 0.211, 0.177, 0.180, 0.214, 0.203, 0.211, 0.201, 0.189, 0.216, 0.218, 0.209]}